1.
Density functional theory data (ωB97M-V/def2-TZVPD) for an isolated molecule of C2H4O3 in a non-equilibrium geometry.

Cartesian coordinates (Å):
C 0.16 1.47 -0.04
C 0.58 -0.95 0.28
O 0.24 0.20 -0.33
O -0.88 -2.66 -0.46
O 0.52 -2.03 -0.42
H -0.16 2.11 -0.83
H 0.39 1.83 0.95
H 0.75 -0.95 1.35
H -1.03 -2.75 -1.41

2S+1: 1
Relative energy (zero: lowest compared OMol25 entry of this formula, charge and spin): 653.2 kJ/mol
Gap between HOMO and LUMO (alpha / beta): 0.2869 / 0.3092 Eh
E_LUMO (alpha / beta): -0.213 / 0.234 eV
Net charge: 0

Mulliken population analysis, charges in e, atoms 1 to 5: -0.36, 0.05, -0.22, -0.37, -0.30

***

2.
Density functional theory data (ωB97M-V/def2-TZVPD) for a cluster of 11 separate species, C64H65Cl10N3O6 in total in a non-equilibrium geometry.

Cartesian coordinates (Å):
O -2.56 2.13 4.92
C -3.61 1.76 4.44
C -4.67 2.81 4.10
C -4.46 4.13 4.49
C -5.45 5.11 4.31
C -6.67 4.68 3.77
C -6.92 3.38 3.56
C -5.97 2.38 3.78
C -6.42 0.96 3.72
O -7.58 0.73 3.41
C -5.30 -0.03 3.93
C -5.60 -1.33 3.83
C -4.63 -2.30 3.69
C -3.26 -1.92 3.90
C -2.93 -0.61 4.14
C -3.93 0.34 4.17
H -3.57 4.41 5.03
H -5.34 6.13 4.64
H -7.45 5.41 3.60
H -7.94 3.21 3.25
H -6.65 -1.53 3.72
H -4.75 -3.38 3.68
H -2.57 -2.75 3.82
H -1.95 -0.40 4.54
O 5.13 0.05 -5.82
C 4.17 -0.77 -5.69
C 3.70 -1.25 -4.33
C 4.16 -0.70 -3.15
C 3.77 -1.10 -1.89
C 2.91 -2.19 -1.76
C 2.40 -2.75 -2.94
C 2.71 -2.26 -4.25
C 2.10 -2.89 -5.48
O 1.23 -3.79 -5.42
C 2.49 -2.29 -6.79
C 1.74 -2.62 -7.97
C 2.20 -2.16 -9.22
C 3.08 -1.14 -9.27
C 3.73 -0.75 -8.07
C 3.42 -1.29 -6.89
H 4.93 0.06 -3.17
H 4.13 -0.49 -1.07
H 2.46 -2.49 -0.82
H 1.69 -3.56 -2.96
H 0.92 -3.32 -7.93
H 1.72 -2.57 -10.10
H 3.35 -0.68 -10.21
H 4.46 0.04 -8.18
O 0.47 1.52 -6.66
C -0.22 0.51 -6.39
C -0.44 0.02 -5.00
C 0.17 0.73 -3.95
C -0.10 0.45 -2.65
C -0.90 -0.58 -2.28
C -1.47 -1.37 -3.28
C -1.32 -1.05 -4.64
C -2.05 -1.80 -5.72
O -2.90 -2.58 -5.38
C -1.58 -1.56 -7.13
C -1.91 -2.46 -8.10
C -1.46 -2.32 -9.43
C -0.73 -1.20 -9.76
C -0.35 -0.26 -8.78
C -0.77 -0.44 -7.47
H 0.85 1.57 -4.01
H 0.11 1.23 -1.94
H -1.17 -0.76 -1.26
H -2.10 -2.19 -2.97
H -2.60 -3.27 -7.90
H -1.81 -2.97 -10.22
H -0.44 -0.98 -10.78
H 0.32 0.55 -9.01
C 1.54 -5.67 -0.08
C 0.27 -5.78 -0.89
C -1.05 -5.43 -0.12
C -1.32 -3.98 0.13
N -1.52 -2.86 0.21
H 2.45 -5.90 -0.63
H 1.65 -6.42 0.71
H 1.67 -4.63 0.24
H 0.30 -6.76 -1.36
H 0.32 -5.12 -1.76
H -1.32 -6.05 0.73
H -1.78 -5.62 -0.91
C -0.83 0.64 1.85
C 0.16 -0.34 2.52
C 1.66 -0.08 2.08
C 2.64 -0.59 3.09
N 3.41 -0.87 3.95
H -0.44 1.62 2.12
H -1.81 0.43 2.28
H -0.95 0.41 0.79
H -0.16 -1.36 2.33
H 0.20 -0.23 3.60
H 1.73 1.01 1.97
H 1.85 -0.65 1.17
C -1.31 4.79 1.65
C -2.23 3.99 0.63
C -3.72 4.30 0.94
C -4.20 5.70 0.86
N -4.58 6.77 0.88
H -1.44 4.50 2.69
H -1.37 5.88 1.60
H -0.37 4.44 1.23
H -2.07 2.91 0.71
H -2.10 4.45 -0.35
H -3.97 4.11 1.98
H -4.40 3.70 0.34
Cl -5.13 1.12 0.24
C -3.98 -0.22 -0.25
C -4.75 -1.40 -0.83
Cl -5.84 -0.90 -2.14
H -3.40 -0.51 0.63
H -3.30 0.17 -1.01
H -5.30 -1.94 -0.06
H -4.15 -2.21 -1.24
Cl 2.77 2.26 -0.43
C 4.56 2.48 -0.54
C 5.14 2.25 0.83
Cl 5.01 3.70 1.81
H 4.78 3.49 -0.89
H 4.92 1.73 -1.25
H 6.18 1.98 0.62
H 4.58 1.43 1.29
Cl 3.22 -2.60 9.11
C 2.23 -1.24 8.58
C 2.93 -0.51 7.49
Cl 2.09 1.07 7.05
H 2.19 -0.50 9.38
H 1.30 -1.75 8.30
H 3.02 -1.18 6.64
H 3.97 -0.29 7.74
Cl 6.51 1.41 5.62
C 7.34 -0.12 5.53
C 6.46 -1.35 5.15
Cl 7.37 -2.85 5.65
H 7.87 -0.13 6.48
H 8.11 -0.01 4.76
H 6.30 -1.46 4.07
H 5.49 -1.26 5.64
Cl 1.57 3.39 3.08
C 2.30 4.31 4.49
C 1.34 4.37 5.69
Cl 2.09 5.35 6.94
H 2.50 5.31 4.10
H 3.27 3.83 4.63
H 1.10 3.44 6.22
H 0.42 4.87 5.37

2S+1: 1
Gap between HOMO and LUMO: 0.3025 Eh
E_LUMO: -1.477 eV
Net charge: 0
SMILES string: O=C1c2ccccc2C(=O)c2ccccc21.O=C1c2ccccc2C(=O)c2ccccc21.O=C1c2ccccc2C(=O)c2ccccc21.CCCC#N.CCCC#N.CCCC#N.ClCCCl.ClCCCl.ClCCCl.ClCCCl.ClCCCl

Mulliken population analysis, charges in e, atoms 1 to 5: -0.72, 0.13, 0.69, 0.08, -0.76

***

3.
Density functional theory data (ωB97M-V/def2-TZVPD) for a cluster of 2 separate species, C10H15N3O2 in total in a non-equilibrium geometry.

Cartesian coordinates (Å):
C 2.53 3.11 1.16
C 1.66 4.13 0.95
C 1.14 2.49 -0.35
C -1.39 -0.67 -0.02
C 0.18 -3.16 -0.02
C 1.19 -2.28 -0.35
C -1.07 -3.06 -0.81
C 1.01 -1.38 -1.49
C -1.24 -1.64 -1.22
C -2.64 -0.34 1.93
N 2.18 2.08 0.36
N 0.82 3.75 -0.06
N -0.12 -1.04 -1.97
O -0.72 0.29 0.21
O -2.32 -1.09 0.79
H 3.16 2.98 1.99
H 1.66 5.12 1.41
H 0.12 -3.93 0.63
H 2.59 1.20 0.32
H 0.66 1.89 -1.13
H 2.14 -2.46 0.14
H -0.95 -3.76 -1.72
H -1.90 -3.32 -0.15
H 1.91 -1.03 -2.03
H -2.15 -1.51 -1.78
H -2.94 0.80 1.64
H -1.81 -0.02 2.48
H -3.50 -0.75 2.50
H 0.02 4.29 -0.51
H -0.21 -0.68 -2.89

2S+1: 3
Relative energy (zero: lowest compared OMol25 entry of this formula, charge and spin): 0.0 kJ/mol
Gap between HOMO and LUMO (alpha / beta): 0.3187 / 0.2144 Eh
E_LUMO (alpha / beta): -5.777 / -10.876 eV
Net charge: +2

Mulliken population analysis, charges in e, atoms 1 to 5: -0.26, -0.29, -0.22, 0.51, -0.56

***

4.
Density functional theory data (ωB97M-V/def2-TZVPD) for a cluster of 2 separate species, C3H9N4 in total in a non-equilibrium geometry.

Cartesian coordinates (Å):
C -2.02 -0.18 -0.31
C -0.97 -1.22 -0.33
C -1.01 1.98 0.05
N -1.76 0.99 -0.04
N 1.19 0.54 -0.48
N 2.41 0.44 -0.23
N 0.22 -0.86 0.46
H -2.95 -0.44 -0.65
H -1.19 -2.26 -0.16
H -0.63 -1.25 -1.34
H -0.46 2.39 -0.86
H -0.92 2.46 1.12
H 2.75 0.87 0.70
H 2.98 -0.06 -0.98
H -0.13 -0.37 1.24
H 0.94 -1.56 0.70

2S+1: 3
Relative energy (zero: lowest compared OMol25 entry of this formula, charge and spin): 408.1 kJ/mol
Gap between HOMO and LUMO (alpha / beta): 0.1775 / 0.3066 Eh
E_LUMO (alpha / beta): -4.445 / -5.420 eV
Net charge: +1

Mulliken population analysis, charges in e, atoms 1 to 5: -0.19, -0.47, -0.47, -0.12, 0.14

***

5.
Density functional theory data (ωB97M-V/def2-TZVPD) for a cluster of 4 separate species, C35H48ClN3O8PS2 in total in a non-equilibrium geometry.

Cartesian coordinates (Å):
C -4.60 0.34 1.20
C -3.66 0.91 1.67
C -2.51 1.61 2.23
N -1.79 2.48 1.26
C -0.64 1.96 0.79
C 0.15 2.68 -0.06
C -0.24 3.97 -0.39
C 0.65 4.72 -1.35
O 0.53 4.51 -2.51
O 1.55 5.55 -0.80
C 2.91 5.26 -1.22
C 3.37 3.93 -0.64
C 3.41 2.85 -1.72
S 3.56 1.20 -0.98
C 2.25 0.24 -1.62
S 1.78 -1.08 -0.80
N 1.60 0.65 -2.79
C 2.14 1.10 -3.98
C 1.09 1.37 -4.79
N -0.10 1.11 -4.14
C 0.24 0.67 -2.98
C -1.43 4.52 0.10
C -1.77 5.95 -0.26
C -2.96 6.13 -1.19
C -2.68 5.67 -2.61
Cl -3.31 7.90 -1.22
C -2.24 3.72 0.93
P -3.85 4.17 1.72
C -5.20 3.69 0.55
C -4.81 3.10 -0.80
C -3.94 5.98 2.00
C -5.30 6.25 2.67
H -5.48 -0.14 0.84
H -1.79 0.87 2.57
H -2.79 2.20 3.09
H -0.36 0.97 1.10
H 1.06 2.24 -0.45
H 2.94 5.26 -2.31
H 3.52 6.09 -0.88
H 2.70 3.64 0.17
H 4.34 4.07 -0.18
H 4.23 3.05 -2.41
H 2.50 2.89 -2.31
H 3.20 1.15 -4.13
H 1.14 1.73 -5.80
H -0.48 0.36 -2.24
H -1.88 6.55 0.63
H -0.91 6.37 -0.78
H -3.86 5.68 -0.79
H -2.70 4.59 -2.70
H -3.36 6.13 -3.32
H -1.68 5.99 -2.89
H -5.83 4.57 0.41
H -5.80 2.97 1.10
H -4.15 2.24 -0.71
H -5.72 2.75 -1.30
H -4.35 3.82 -1.47
H -3.91 6.58 1.10
H -3.12 6.30 2.64
H -5.63 5.42 3.29
H -6.06 6.37 1.89
H -5.28 7.17 3.23
O 6.46 -6.08 1.16
C 5.45 -5.60 0.74
O 4.94 -4.45 1.24
C 3.66 -4.17 0.63
C 3.67 -4.93 -0.69
C 4.54 -6.14 -0.35
H 2.87 -4.51 1.29
H 3.57 -3.09 0.49
H 2.68 -5.18 -1.05
H 4.17 -4.33 -1.46
H 3.95 -6.96 0.08
H 5.12 -6.51 -1.19
O 3.75 -9.88 -0.03
C 3.73 -9.74 1.16
O 2.58 -9.63 1.87
C 2.87 -9.36 3.25
C 4.30 -9.85 3.47
C 4.92 -9.61 2.09
H 2.78 -8.28 3.41
H 2.14 -9.87 3.87
H 4.80 -9.34 4.28
H 4.29 -10.92 3.69
H 5.33 -8.60 1.99
H 5.68 -10.34 1.83
O 0.55 -3.15 1.00
C -0.54 -3.46 0.60
O -0.84 -4.71 0.21
C -2.18 -4.77 -0.31
C -2.90 -3.57 0.29
C -1.76 -2.56 0.43
H -2.12 -4.72 -1.40
H -2.62 -5.72 -0.03
H -3.73 -3.22 -0.31
H -3.28 -3.83 1.28
H -1.61 -1.98 -0.48
H -1.86 -1.90 1.28

2S+1: 1
Gap between HOMO and LUMO: 0.2578 Eh
E_LUMO: -4.159 eV
Net charge: +1

Mulliken population analysis, charges in e, atoms 1 to 5: 0.13, 0.17, -1.88, 0.35, -0.84

***

6.
Density functional theory data (ωB97M-V/def2-TZVPD) for a structure of composition C30H21IrN2O5P2S in a non-equilibrium geometry.

Cartesian coordinates (Å):
Ir -0.85 0.32 -1.51
N 1.27 -0.91 0.03
P 1.23 0.68 -0.56
C 2.97 0.89 -1.03
C 3.75 -0.20 -1.41
C 5.07 0.00 -1.78
C 5.61 1.27 -1.81
C 4.82 2.37 -1.47
C 3.50 2.18 -1.08
C 1.09 1.77 0.89
C 0.35 2.94 0.79
C 0.22 3.78 1.89
C 0.83 3.46 3.09
C 1.59 2.30 3.19
C 1.73 1.46 2.09
P -0.25 -1.56 -0.36
C 0.14 -3.26 -0.84
C 1.12 -4.01 -0.18
C 1.43 -5.28 -0.62
C 0.78 -5.82 -1.72
C -0.19 -5.08 -2.38
C -0.51 -3.80 -1.94
C -1.11 -1.70 1.24
C -1.55 -0.52 1.84
C -2.18 -0.55 3.07
C -2.40 -1.77 3.71
C -2.00 -2.95 3.10
C -1.36 -2.92 1.87
H 1.82 -1.17 0.85
H 3.32 -1.19 -1.40
H 5.68 -0.86 -2.06
H 6.64 1.42 -2.12
H 5.24 3.37 -1.50
H 2.89 3.03 -0.80
H -0.14 3.18 -0.15
H -0.36 4.69 1.80
H 0.73 4.11 3.95
H 2.08 2.05 4.12
H 2.34 0.57 2.18
H 1.63 -3.60 0.68
H 2.19 -5.86 -0.11
H 1.03 -6.81 -2.07
H -0.70 -5.50 -3.24
H -1.26 -3.21 -2.46
H -1.39 0.42 1.32
H -2.50 0.37 3.54
H -2.89 -1.80 4.67
H -2.18 -3.90 3.59
H -1.05 -3.85 1.40
O -5.63 4.40 -1.15
C -4.69 3.69 -1.37
C -4.68 2.24 -1.37
O -5.83 1.51 -1.21
C -3.54 1.55 -1.54
C -2.04 3.31 -1.82
O -0.95 3.82 -1.99
C -3.28 4.27 -1.72
O -3.16 5.44 -1.90
O -2.93 -0.75 -1.68
S -5.49 -0.10 -1.29
C -3.78 0.11 -1.53
N -2.25 1.97 -1.69

2S+1: 1
Relative energy (zero: lowest compared OMol25 entry of this formula, charge and spin): 58.6 kJ/mol
Gap between HOMO and LUMO (alpha / beta): 0.2142 / 0.2142 Eh
E_LUMO (alpha / beta): -1.544 / -1.543 eV
Net charge: 0

Mulliken population analysis, charges in e, atoms 1 to 5: 1.30, 0.01, 0.56, 0.50, -0.37

***

7.
Density functional theory data (ωB97M-V/def2-TZVPD) for a structure of composition CH4N2P2 in a non-equilibrium geometry.

Cartesian coordinates (Å):
C 0.28 -0.65 0.17
N 1.47 -1.00 0.85
N -0.93 -0.68 0.46
P 1.74 -0.35 -0.86
P -1.92 0.25 -0.61
H 1.77 -0.75 1.73
H -0.82 1.17 -1.24
H 0.71 1.18 -1.03
H -2.31 0.82 0.53

2S+1: 1
Relative energy (zero: lowest compared OMol25 entry of this formula, charge and spin): 344.5 kJ/mol
Gap between HOMO and LUMO: 0.2979 Eh
E_LUMO: -0.431 eV
Net charge: 0

Mulliken population analysis, charges in e, atoms 1 to 5: 0.48, -0.41, -0.44, 0.07, 0.02

***

8.
Density functional theory data (ωB97M-V/def2-TZVPD) for a cluster of 2 separate species, C13H30N3O3 in total in a non-equilibrium geometry.

Cartesian coordinates (Å):
C 5.11 -0.25 0.97
C 4.53 0.65 -0.09
O 3.28 0.13 -0.52
C 2.95 0.55 -1.83
C 1.57 0.01 -2.14
O 0.66 0.20 -1.06
C 0.15 1.47 -0.93
N 1.00 2.20 0.06
C 0.49 3.22 0.72
N 1.11 3.70 1.85
N -0.65 3.79 0.26
C -1.75 2.77 0.17
C -1.35 1.49 -0.58
C -1.87 0.26 0.19
C -1.01 -0.10 1.40
C -2.16 -0.91 -0.78
C -1.96 -2.31 -0.22
H 6.01 0.18 1.40
H 5.31 -1.22 0.53
H 4.36 -0.38 1.75
H 4.39 1.66 0.30
H 5.24 0.73 -0.92
H 3.64 0.06 -2.52
H 3.02 1.64 -1.91
H 1.18 0.39 -3.08
H 1.65 -1.07 -2.24
H 0.27 2.01 -1.87
H 1.58 1.58 0.63
H 0.68 3.64 2.76
H 1.99 4.19 1.79
H -0.87 4.51 0.95
H -2.01 2.52 1.20
H -2.64 3.23 -0.25
H -1.86 1.49 -1.54
H -2.84 0.56 0.59
H -1.38 -0.96 1.93
H 0.04 -0.26 1.15
H -1.04 0.73 2.11
H -3.18 -0.83 -1.14
H -1.53 -0.83 -1.67
H -0.99 -2.46 0.24
H -2.76 -2.63 0.44
H -2.00 -3.01 -1.06
C -4.72 -5.28 0.35
O -3.42 -5.15 0.94
H -5.12 -4.28 0.21
H -4.66 -5.78 -0.62
H -5.39 -5.83 1.01
H -3.07 -6.03 1.07

2S+1: 1
Relative energy (zero: lowest compared OMol25 entry of this formula, charge and spin): 0.0 kJ/mol
Gap between HOMO and LUMO: 0.3275 Eh
E_LUMO: -3.214 eV
Net charge: +1

Mulliken population analysis, charges in e, atoms 1 to 5: -1.27, -0.27, -0.31, -0.60, -0.71

***

9.
Density functional theory data (ωB97M-V/def2-TZVPD) for a structure of composition C5H8O2 in a non-equilibrium geometry.

Cartesian coordinates (Å):
C -1.40 0.03 -1.45
C -0.18 -0.14 -0.59
C 0.84 0.88 -0.23
C 0.08 0.14 0.86
O -0.74 0.78 1.76
C 0.63 -1.27 0.89
O 0.39 -1.46 -0.48
H -1.15 -0.12 -2.51
H -1.81 1.03 -1.33
H -2.15 -0.71 -1.16
H 1.90 0.67 -0.39
H 0.53 1.91 -0.36
H -0.18 1.33 2.33
H 2.01 -1.14 1.14
H 1.23 -1.93 1.51

2S+1: 1
Relative energy (zero: lowest compared OMol25 entry of this formula, charge and spin): 524.3 kJ/mol
Gap between HOMO and LUMO: 0.3357 Eh
E_LUMO: 0.648 eV
Net charge: 0

Mulliken population analysis, charges in e, atoms 1 to 5: -1.34, 0.95, -0.88, 0.46, -0.54